Here is a cluster of 11 separate species, C20H52N20O13 in total from the OMol25 dataset. Energies are from the ωB97M-V functional and the def2-TZVPD basis.

Structure (XYZ):
```
105
Properties=species:S:1:pos:R:3:lowdin_charge:R:1
C 3.94 -4.74 -1.32 -0.14
O 4.04 -3.37 -1.77 -0.22
C 2.77 -2.80 -2.09 -0.22
C 1.92 -2.65 -0.75 -0.16
C 0.66 -1.65 -0.89 -0.12
C -0.61 -2.60 -1.09 -0.09
C -1.10 -3.30 0.02 0.06
C -2.34 -4.26 -0.27 -0.30
O -3.27 -4.42 0.53 0.04
C -2.29 -4.97 -1.70 0.02
C -1.82 -4.25 -2.82 0.02
C -1.32 -2.78 -2.50 -0.25
O -1.44 -1.83 -3.30 0.02
H 3.50 -4.84 -0.27 0.09
H 5.00 -5.18 -1.25 0.07
H 3.29 -5.39 -2.00 0.10
H 2.88 -1.78 -2.58 0.12
H 2.20 -3.47 -2.83 0.12
H 1.52 -3.69 -0.51 0.10
H 2.58 -2.36 0.14 0.13
H 0.57 -1.02 0.07 0.09
H 0.79 -0.92 -1.76 0.09
H -0.60 -3.20 1.02 0.12
H -2.64 -6.04 -1.84 0.11
H -1.78 -4.68 -3.86 0.12
N -0.45 -1.60 4.24 0.15
C -0.25 -0.92 3.08 -0.66
N -0.76 0.33 3.05 0.17
O 0.36 -1.40 2.13 0.00
H -0.94 -1.22 5.02 0.08
H -0.08 -2.53 4.30 0.08
H -0.62 0.86 2.20 0.08
H -1.26 0.75 3.81 0.09
N -1.66 -5.72 6.15 0.15
C -1.86 -4.38 6.15 -0.67
N -3.13 -3.99 6.40 0.16
O -0.95 -3.58 5.94 0.01
H -2.39 -6.39 6.32 0.10
H -0.73 -6.05 5.97 0.11
H -3.32 -3.00 6.41 0.11
H -3.89 -4.63 6.58 0.10
N 0.05 1.95 -2.15 0.14
C 0.37 2.36 -0.90 -0.66
N 0.85 3.63 -0.82 0.16
O 0.24 1.64 0.09 0.01
H 0.14 2.52 -2.97 0.10
H -0.31 1.01 -2.25 0.07
H 1.10 3.97 0.10 0.03
H 0.96 4.23 -1.62 0.10
N 2.17 4.62 3.74 0.17
C 1.42 5.24 2.79 -0.67
N 0.81 6.38 3.19 0.17
O 1.32 4.80 1.65 0.00
H 2.27 4.97 4.68 0.10
H 2.64 3.78 3.48 0.11
H 0.25 6.86 2.51 0.11
H 0.88 6.76 4.12 0.10
N 1.53 0.60 -4.57 0.16
C 2.43 1.06 -5.48 -0.70
N 2.39 0.43 -6.68 0.14
O 3.21 1.96 -5.23 0.02
H 0.88 -0.15 -4.75 0.09
H 1.52 1.04 -3.66 0.07
H 3.04 0.74 -7.38 0.10
H 1.76 -0.32 -6.91 0.09
N 5.50 5.18 0.23 0.15
C 5.32 6.53 0.28 -0.70
N 4.03 6.91 0.44 0.15
O 6.24 7.32 0.18 0.01
H 4.76 4.51 0.31 0.09
H 6.45 4.85 0.11 0.10
H 3.85 7.90 0.48 0.10
H 3.25 6.27 0.52 0.08
N -2.49 6.00 4.44 0.15
C -2.68 7.35 4.49 -0.70
N -3.97 7.74 4.65 0.15
O -1.76 8.14 4.39 0.01
H -3.23 5.33 4.51 0.10
H -1.55 5.68 4.32 0.08
H -4.15 8.73 4.69 0.11
H -4.74 7.10 4.73 0.09
N -4.81 1.82 -3.16 0.15
C -3.67 1.09 -3.11 -0.68
N -3.70 -0.07 -3.82 0.16
O -2.68 1.45 -2.48 0.02
H -5.63 1.55 -3.68 0.08
H -4.82 2.69 -2.65 0.11
H -2.87 -0.64 -3.82 0.05
H -4.50 -0.38 -4.34 0.10
N -9.73 1.10 -1.57 0.15
C -8.46 1.11 -2.05 -0.70
N -7.52 0.61 -1.21 0.16
O -8.17 1.53 -3.17 0.01
H -9.98 0.76 -0.67 0.09
H -10.45 1.47 -2.18 0.11
H -6.57 0.60 -1.53 0.09
H -7.73 0.25 -0.29 0.10
N 7.89 -7.65 -2.87 0.15
C 7.05 -7.39 -1.84 -0.68
N 7.50 -7.77 -0.62 0.15
O 5.96 -6.85 -2.00 0.01
H 8.79 -8.09 -2.76 0.09
H 7.59 -7.38 -3.79 0.11
H 6.90 -7.59 0.17 0.11
H 8.39 -8.21 -0.46 0.09
```

E_tot ... -78010.029 eV
Orbital gap ... 7.964 eV
Net charge ... 0
F_max ... 3.31 eV Å⁻¹